76
Properties=species:S:1:pos:R:3:forces:R:3:lowdin_spin:R:1 method="wB97M-V/def2-TZVPD" charge=+3 lumo_energy_ev="-8.39 / -11.31" multiplicity=2 e_homo_ev="-15.90 / -15.90"
La -1.697530 1.607430 -0.404945 1.202 -1.187 -0.399 0.0000
Br 4.637419 1.202986 -4.493367 0.322 0.074 -0.147 -0.0025
P -3.995115 3.643220 -0.678052 -1.162 1.101 -0.094 0.0000
P -0.179994 0.911892 2.012507 -0.165 0.066 0.487 0.0000
F -5.442224 3.188211 -0.987378 0.082 -0.086 0.055 0.0000
F -3.914069 4.755580 -1.755615 0.137 -0.088 0.004 0.0000
F -3.393425 2.516669 -1.799910 -0.347 0.104 -0.497 0.0000
F -2.311652 3.869862 -0.335609 0.067 0.586 0.016 0.0000
F -3.806906 2.343739 0.416091 -0.318 -0.065 0.267 0.0000
F -4.337323 4.580024 0.507982 0.052 -0.088 0.030 0.0000
O -0.577922 -0.267134 -1.862554 -0.191 -0.015 0.007 0.0051
O 0.068292 2.257160 -2.160443 -0.089 -0.128 0.167 -0.0023
O -3.358415 -0.636101 -0.503703 -0.003 -0.360 0.658 0.0000
N 1.975865 -3.428426 -2.905904 -0.366 0.723 -0.087 0.0871
N -0.112889 -2.854010 -3.532379 -0.239 -0.239 -0.052 0.0120
N -2.538931 -0.494236 0.643110 0.290 0.095 -0.038 0.0000
C 1.356408 0.079723 1.572544 0.124 0.007 -0.067 0.0000
C -0.036391 -4.254162 -3.637672 0.205 0.714 0.066 0.0837
C 3.290002 0.085649 0.114433 -0.049 -0.064 0.086 0.0001
C 1.683154 4.160347 3.682340 -0.049 -0.023 -0.017 0.0000
C 0.938574 -6.859784 -3.601545 -0.420 -0.041 -0.156 0.0136
C 2.104564 0.660487 0.542908 0.080 0.068 -0.103 0.0001
C 1.786979 -5.892121 -3.168322 -0.061 0.443 0.028 0.1160
C 0.278271 3.669620 -2.518488 -0.006 -0.414 0.036 0.0001
C 1.444765 -0.995953 -3.073034 0.116 -0.137 0.127 0.0122
C -2.849129 -1.075539 1.733993 0.121 0.073 0.227 0.0000
C -0.688861 4.586347 3.609332 0.040 -0.082 -0.019 0.0000
C -2.694706 -1.678930 4.036410 0.121 0.035 0.258 0.0000
C -2.187865 -1.620447 5.331144 -0.129 -0.076 -0.137 0.0000
C -0.891962 -5.208601 -4.084544 0.194 -0.411 0.062 0.0571
C -2.125728 -0.928282 3.008069 -0.374 -0.137 -0.318 0.0000
C 2.139731 1.684727 -3.287673 -0.026 -0.070 0.031 0.0219
C 2.674813 -0.632084 -3.627071 0.071 0.081 -0.038 0.0225
C 1.101801 -2.414622 -3.136428 0.240 -0.297 0.047 0.1347
C -1.119082 -0.792028 5.599259 0.114 0.124 -0.004 0.0000
C 0.600232 -0.015368 -2.556588 -0.024 -0.052 -0.094 0.0177
C 1.805957 -1.097412 2.160378 0.018 -0.119 0.026 0.0001
C 0.192994 2.489034 2.800998 0.212 0.051 0.008 0.0000
C 2.991007 -1.680684 1.724346 -0.019 0.025 -0.005 0.0000
C 1.483702 2.907504 3.116780 0.069 -0.011 0.050 0.0000
C -0.546932 -0.031380 4.577515 0.087 0.023 0.090 0.0000
C 0.946534 1.320928 -2.687212 0.220 0.362 -0.077 -0.0011
C -1.018678 -0.088283 3.277891 -0.088 -0.250 -0.113 0.0000
C 0.600897 4.995013 3.926601 0.010 0.051 0.024 0.0000
C -0.373287 -6.531443 -4.056423 0.089 0.054 0.057 0.2674
C 3.730607 -1.093061 0.708742 0.043 0.020 -0.043 0.0000
C 1.303692 -4.532084 -3.201844 0.141 -0.873 -0.052 0.1423
C 3.018101 0.704408 -3.740592 -0.379 -0.114 0.175 -0.0019
C -0.890898 3.337464 3.041955 -0.140 0.148 0.030 0.0000
H -3.552899 -2.307324 3.832675 0.009 -0.004 0.000 0.0000
H -3.735621 -1.711221 1.768519 0.014 -0.043 -0.031 0.0000
H 4.662407 -1.541725 0.389254 -0.018 -0.001 0.009 0.0000
H -4.200047 -1.045640 -0.224312 -0.031 0.221 -0.334 0.0000
H -1.533254 5.232571 3.808204 0.015 0.002 -0.001 0.0000
H 0.282555 0.625577 4.813494 -0.010 -0.007 0.001 0.0000
H 0.760800 5.968340 4.371419 0.004 -0.010 -0.007 0.0000
H -1.015839 -7.332788 -4.400306 0.031 -0.007 -0.001 0.0111
H 1.233672 -7.899643 -3.621286 0.054 0.022 0.022 -0.0024
H -1.913989 3.026323 2.835428 0.039 -0.071 -0.050 0.0000
H 2.793552 -6.091064 -2.825965 -0.013 -0.022 -0.007 0.0032
H 3.340162 -1.401566 -3.994987 -0.024 -0.007 0.012 0.0010
H 2.683447 4.481856 3.939950 -0.006 -0.008 -0.006 0.0000
H 1.200838 4.014965 -2.059987 0.014 0.093 -0.046 0.0000
H 3.345545 -2.588334 2.194772 -0.009 0.011 0.000 0.0000
H -0.573795 4.205881 -2.112665 -0.018 0.041 -0.027 0.0000
H 0.296884 3.745788 -3.602065 0.024 0.113 -0.009 0.0000
H -0.801932 -2.267679 -3.983352 -0.036 -0.075 -0.019 -0.0005
H 2.333215 2.258877 2.938149 -0.022 -0.004 -0.010 0.0000
H 1.795132 1.606134 0.100482 -0.047 0.002 0.037 0.0000
H 2.406108 2.726433 -3.390235 0.047 -0.020 -0.026 0.0011
H -1.892805 -5.025583 -4.449832 0.015 0.083 0.011 0.0002
H 1.249571 -1.565237 2.963376 -0.020 0.046 -0.009 0.0000
H -0.745326 -1.207563 -1.699080 0.185 0.062 -0.066 0.0004
H 3.879242 0.561823 -0.659473 -0.005 -0.008 0.010 0.0000
H -2.640986 -2.208854 6.117123 -0.001 0.007 -0.006 0.0000
H -0.721086 -0.716196 6.602667 -0.010 -0.017 -0.008 0.0000

111
Properties=species:S:1:pos:R:3:forces:R:3:lowdin_charge:R:1 method="wB97M-V/def2-TZVPD" de_lowest_kcal_mol=84.5 charge=+1 lumo_energy_ev=-1.73 e_homo_ev=-11.70
O -0.082873 -1.998909 2.025741 0.802 0.742 -0.264 0.0863
O 1.869337 1.947315 1.982730 -1.063 -0.735 0.377 0.0606
O 0.741600 -4.063958 2.461685 -0.616 0.978 1.260 -0.0318
O 3.443969 -2.108634 -2.727318 1.820 0.269 -0.413 0.0354
O -2.643973 -0.501516 1.492096 -5.265 -2.707 2.649 -0.0770
O -1.130889 -1.384359 -2.708561 2.847 0.902 2.630 0.1271
O -0.113218 3.493677 -0.357378 -1.793 4.626 7.993 -0.1188
O -3.277408 -1.822905 -3.010596 0.780 -0.173 -2.678 -0.0088
O -2.256603 1.866201 -2.038308 -3.059 1.914 -6.304 -0.0435
O 1.923469 1.218626 -2.357972 1.565 0.621 -7.065 -0.0447
O 3.889447 2.210363 2.819931 2.999 0.071 -2.753 0.0185
O -1.854650 -0.364069 5.120927 1.463 3.645 -3.381 -0.0117
O 1.887007 -1.917767 -1.016173 3.124 -1.684 -4.118 -0.0103
N -0.080314 0.368850 0.070914 -0.915 -0.820 -5.771 0.3264
C -4.748740 -0.527354 2.862534 -0.604 2.187 -1.811 -0.0287
C -3.599215 -1.578157 -1.724645 -3.355 0.231 5.429 -0.2515
C 5.716083 -1.981867 -2.154251 3.171 3.614 -0.710 -0.0815
C -0.293271 -2.874062 4.228158 0.755 -0.338 0.325 0.0266
C 4.569782 2.918526 5.161322 -3.909 -0.404 -0.215 -0.0085
C -1.980517 -1.769116 -3.404204 -2.184 0.217 -2.079 -0.5672
C 4.450859 -1.268296 -2.247593 0.809 7.160 -0.658 -0.2621
C -1.619642 0.681529 4.410813 -1.486 -1.587 3.215 -0.3892
C -2.470502 1.921737 4.762984 0.100 0.043 4.227 -0.0487
C 0.998857 -4.392030 1.101570 0.339 -0.277 -0.104 -0.2664
C 1.959964 0.117233 -4.658330 -2.599 3.550 -1.745 -0.0248
C 1.659827 -3.569950 -2.769747 0.361 -0.782 5.803 0.0452
C 1.729818 -5.731869 1.034838 -0.836 -1.287 -0.908 -0.0758
C -3.630989 -1.174243 2.069301 4.640 0.945 -2.804 -0.3512
C -1.771843 -2.089889 -4.870316 0.733 -1.546 1.247 0.0331
C -0.412078 4.208579 0.880967 1.166 -4.849 -6.079 -0.2110
C 2.255952 1.306162 -3.652209 -1.355 -2.126 4.390 -0.3301
C 3.074375 2.462406 -4.210849 0.396 -3.953 -0.715 -0.0112
C -0.572825 0.868141 3.297893 1.771 -1.872 -1.725 -0.0370
C 0.672762 4.987365 1.573034 -0.977 0.858 -2.188 -0.0276
C -5.197841 -1.445267 -1.684012 2.993 2.766 3.288 -0.0342
C -2.797555 2.255631 -3.194106 1.134 -1.084 4.854 -0.2506
C 2.412076 -2.449571 -2.091073 -6.023 0.847 5.417 -0.4862
C 0.198183 -2.824608 2.849116 -1.936 -2.887 -2.839 -0.4780
C -3.516036 -2.755273 1.983942 -2.414 0.374 -0.684 -0.0243
C -4.358654 2.476082 -3.339779 7.177 -9.248 9.121 0.0526
C 3.483299 2.365262 4.110653 4.195 -4.734 2.206 -0.2220
C -1.971579 2.500319 -4.449776 3.390 6.226 9.848 0.0406
C 3.061766 1.910297 1.839951 0.118 2.165 -1.955 -0.4897
C 3.642790 1.856795 0.339557 2.768 0.275 4.656 0.0510
C -1.849809 4.052163 1.392901 3.021 3.483 0.900 -0.0035
H 2.127185 -4.512536 -2.434753 0.270 0.231 -0.482 0.1012
H 3.831501 3.042863 6.089090 2.225 0.026 -1.652 0.1330
H -4.851275 1.998307 -3.988206 -3.169 -4.096 -5.458 0.0113
H -4.914869 -1.044334 3.783437 -0.036 -0.312 0.612 0.0674
H 0.048019 0.901684 -0.912934 -0.981 -1.294 2.448 0.1702
H -4.442402 -3.279679 1.367469 1.860 1.515 2.061 0.1342
H -5.533536 -0.741562 -2.366185 -0.717 0.974 -1.624 0.0450
H -5.663798 -1.135593 -0.681312 1.518 0.515 -0.798 0.0983
H 4.480020 -0.557221 -1.236243 -1.685 -2.514 -2.077 0.1708
H 0.647659 -2.845164 4.700219 1.191 -0.482 1.710 0.0865
H 1.742947 -3.454437 -3.746657 -0.246 0.176 -4.546 0.0325
H 5.005094 3.829490 4.788944 -0.381 0.736 0.030 0.0664
H -2.340263 3.442279 0.809414 -2.342 -3.624 -3.066 0.0179
H -4.515128 0.596512 3.043103 -0.314 -2.035 -0.245 0.1043
H 1.021631 4.654725 2.485896 -0.471 -1.001 2.567 0.0472
H 0.045319 1.790837 3.277147 -0.997 -0.105 0.718 0.0537
H -0.703180 -2.512646 -4.904043 -1.166 1.781 -0.608 0.1065
H -2.102982 3.906989 2.397756 0.880 -1.072 1.944 0.0535
H 1.614125 4.884093 1.066762 0.122 0.409 -1.193 0.0752
H -0.970637 2.253784 -4.128954 0.759 0.907 -0.049 0.0963
H -5.757759 -0.548852 2.269762 1.875 -0.164 0.883 0.1207
H 0.328131 6.036571 1.654236 0.400 -0.405 0.025 0.1092
H 2.552313 -5.842720 1.718761 0.568 0.744 0.324 0.0529
H 1.647441 0.697660 -5.752736 0.371 -1.424 3.096 0.1563
H -0.309714 0.998597 0.751170 -0.080 2.409 1.949 0.0047
H -4.562302 3.338494 -3.375803 -2.513 12.404 -0.644 -0.0376
H -0.760213 -1.981197 4.539706 -0.794 0.904 -0.101 0.0321
H -2.633496 2.398046 3.865730 -1.180 1.218 -1.988 -0.0036
H -3.344512 -2.515073 -1.061061 -0.063 1.930 -1.027 0.1467
H 0.810080 -0.038370 0.172909 1.388 -1.053 0.764 0.0707
H -2.182874 1.765599 -4.887679 -3.578 -10.360 -7.902 -0.0406
H -2.169467 -1.236778 -5.479835 0.844 -1.165 0.147 0.1103
H 1.106978 -0.516088 -4.326989 0.794 0.389 -0.154 0.0604
H -0.975009 0.821385 2.121458 0.368 -0.339 4.237 0.0996
H 2.198903 -5.693668 -0.036446 -1.091 -1.020 1.789 0.0984
H 1.666952 -3.682331 0.685424 0.715 1.023 -0.242 0.0732
H -2.677695 -3.030452 1.347407 0.366 0.250 0.517 0.0435
H 5.379013 2.302403 5.331434 1.436 -1.709 0.749 0.0298
H -0.861892 -3.753060 4.541109 0.366 -0.009 -0.445 0.1130
H 3.418283 2.844734 -0.119651 0.391 -1.078 0.073 0.1007
H 6.579739 -1.258675 -1.809081 -1.918 -1.509 0.266 0.1430
H 4.071118 2.043159 -4.510028 -1.099 0.380 -0.837 0.1216
H 6.195378 -2.363083 -3.000996 -0.086 -0.772 -1.936 0.0624
H 4.430987 -0.354686 -3.043847 0.374 -2.120 1.548 0.1508
H 1.104247 -6.672982 1.385690 0.826 1.834 -1.593 0.1155
H 3.045735 1.377205 4.315647 -0.059 0.530 1.157 0.1441
H -3.404656 1.710425 5.464029 1.744 -0.023 -2.089 0.1262
H 0.288750 0.056829 3.473536 -2.211 1.460 -0.795 0.1176
H -4.712272 2.109608 -2.288362 0.276 0.614 -1.834 0.1366
H -3.379025 -0.589872 -1.149120 1.129 -1.611 -1.671 0.1275
H -0.838395 -0.362135 0.073507 0.900 0.599 -0.357 0.1255
H -3.442564 -3.112889 3.056828 -0.152 0.016 -1.410 0.0940
H 2.779749 -0.412359 -5.070959 1.192 -0.648 0.438 0.0446
H 5.437868 -2.743759 -1.568359 0.242 -3.092 2.927 0.0463
H -2.272253 -3.047388 -4.984553 -0.918 0.252 -0.790 0.0790
H -2.163806 3.410834 -4.848797 -0.372 2.539 -1.527 0.0757
H 0.699355 -3.638441 -2.255149 -0.256 0.393 -0.880 0.0908
H 2.889437 3.093727 4.237829 -5.510 4.944 0.091 0.0312
H -1.982629 2.772118 5.431868 -0.084 -1.984 -1.394 0.1247
H 3.337030 2.955028 -3.408732 1.356 2.754 4.594 0.0104
H 2.607696 3.215400 -4.761988 -0.832 0.437 -1.870 0.0775
H 4.755151 1.499505 0.517890 -1.956 1.310 -1.029 0.1228
H -2.437280 4.946166 1.362939 0.091 1.459 -0.883 0.0931
H 3.114136 1.022652 0.047613 -1.207 -1.429 -1.851 0.0022
H 0.139141 -4.330775 0.400593 -0.099 -0.267 0.911 0.1289
H -5.651428 -2.308501 -1.643214 -2.317 -4.964 -1.405 0.0002

56
Properties=species:S:1:pos:R:3:forces:R:3:lowdin_charge:R:1 method="wB97M-V/def2-TZVPD" de_lowest_kcal_mol=253.9 lumo_energy_ev=-0.77 e_homo_ev=-9.61
O -3.894659 2.703290 3.924505 0.817 -1.384 -0.688 0.1077
O 3.540273 1.236320 -2.158521 -1.640 0.255 0.961 0.0418
O -5.140917 4.273137 4.682877 -0.308 -0.332 -0.633 0.0614
O 0.503142 -7.195735 -1.495779 -0.454 -0.913 -0.087 0.1102
O 3.331480 3.340407 -2.261218 -3.171 -1.474 1.640 0.0293
O -0.317882 -2.691852 -5.109589 -1.668 -0.471 -0.594 0.1014
O -0.893126 -6.393852 0.019440 1.611 -1.424 -1.149 0.0511
O 1.561254 -2.232965 -4.244085 -0.336 0.865 -0.704 0.0569
N -4.257029 3.434010 4.780622 -0.790 3.077 2.540 -0.3689
N 0.234191 -6.614510 -0.483889 -1.419 2.815 1.129 -0.3241
N 2.824580 2.223801 -1.928637 3.625 -0.182 -2.171 -0.2917
N 0.605270 -1.945250 -4.979029 1.907 -1.421 2.106 -0.3667
C 1.917060 0.964869 -6.805272 0.233 1.435 -0.498 -0.0761
C -0.547068 -0.172771 -6.204957 0.519 -0.579 0.666 0.0128
C 0.765698 1.530168 -7.314095 0.960 0.682 0.399 -0.0666
C 2.173151 -4.332839 1.929717 -3.602 -1.146 -0.202 -0.0592
C 3.435719 -4.680746 0.029274 -0.602 -2.284 -3.445 -0.0552
C 0.485108 2.960404 -1.365960 0.330 -1.643 -0.265 -0.0004
C -0.411062 0.960556 -6.959638 -1.966 0.680 -0.678 -0.0959
C 1.084122 0.665986 -0.930645 2.457 0.092 -1.418 -0.0107
C -2.002176 2.551193 7.819096 -1.181 -0.178 -2.761 -0.0517
C -0.790316 2.559584 -1.001974 -1.231 0.482 0.050 -0.0630
C 3.283522 -4.062712 1.207780 1.432 0.473 0.792 -0.1189
C 2.445456 -5.564084 -0.503853 2.787 0.724 -1.456 -0.0169
C -2.458926 3.385527 8.785988 -0.943 2.445 -0.119 -0.1060
C -1.192585 1.237884 -0.681023 -0.354 2.972 -0.315 -0.0558
C -3.616619 3.533100 6.150106 1.293 -1.076 1.906 -0.1237
C 1.304759 -5.795975 0.120528 -1.269 1.051 2.826 -0.1745
C -3.424940 4.395887 8.483825 0.776 -0.715 -2.830 -0.0528
C 1.108446 -5.101913 1.335385 0.693 -0.108 0.661 0.0333
C -3.995451 4.471240 7.172269 0.345 -0.649 0.883 0.0043
C 1.448763 1.927456 -1.420881 -0.456 1.329 0.807 -0.1101
C -2.609126 2.616264 6.456716 0.245 0.041 2.063 0.0255
C 1.845761 -0.118431 -6.001587 0.560 -1.441 0.439 -0.0068
C -0.194364 0.359293 -0.606765 -0.299 -2.295 0.152 -0.1161
C 0.624830 -0.714951 -5.680246 0.112 1.250 -1.459 -0.1494
H -2.342617 1.907565 5.686574 0.276 -0.063 0.046 0.1027
H 2.827220 -0.518225 -5.793501 -0.341 -0.542 0.862 0.1267
H -3.439712 5.269407 9.118761 -0.793 -0.175 0.296 0.0987
H 0.770828 2.465553 -7.853929 0.100 -0.089 -0.238 0.1138
H -1.305205 1.461942 -7.299520 -0.264 -0.139 -0.083 0.1112
H 4.029412 -3.422584 1.655315 0.239 0.046 -0.235 0.1151
H 2.093570 -3.895208 2.913868 -0.498 -0.029 0.025 0.1039
H -4.739503 5.238030 7.014734 0.087 0.009 -0.406 0.1028
H 2.891396 1.410945 -6.939741 0.024 0.025 -0.372 0.1150
H -1.997935 3.543208 9.749844 0.232 -0.730 0.134 0.1022
H -1.512144 3.362804 -1.015899 -0.368 -0.096 0.036 0.1018
H 0.119351 -5.228691 1.750131 0.174 0.142 0.614 0.1047
H 0.645306 3.973260 -1.704875 0.332 -0.051 0.121 0.1178
H -1.535612 -0.574757 -6.038826 0.166 -0.235 0.241 0.1246
H 4.248588 -4.652832 -0.681264 0.564 0.757 0.539 0.1089
H -2.211153 0.922075 -0.510135 -0.100 0.406 0.046 0.1156
H 2.583457 -5.999568 -1.482473 0.332 -0.078 -0.029 0.1220
H -0.456474 -0.673523 -0.430738 0.293 -0.195 0.300 0.1190
H 1.742578 -0.189205 -0.969320 0.582 0.355 -0.005 0.1215
H -1.187686 1.888015 8.070508 -0.050 -0.272 -0.440 0.0977